{
  "formula": "C36H51BrN4O9P2PbS2",
  "method": "the ωB97M-V functional and the def2-TZVPD basis",
  "elements": ["Pb", "C", "C", "C", "C", "C", "Br", "N", "C", "H", "H", "H", "H", "H", "H", "C", "C", "C", "O", "P", "O", "C", "P", "O", "O", "C", "C", "C", "O", "C", "C", "C", "O", "C", "C", "C", "H", "H", "H", "H", "H", "H", "H", "H", "H", "H", "H", "H", "H", "H", "H", "H", "H", "H", "H", "H", "H", "H", "H", "H", "H", "H", "H", "H", "H", "H", "N", "C", "O", "C", "C", "H", "H", "H", "H", "H", "H", "O", "S", "O", "N", "C", "S", "C", "C", "C", "C", "C", "C", "H", "H", "H", "H", "N", "C", "C", "C", "C", "C", "C", "C", "H", "H", "H", "H", "H"],
  "coordinates": [[-2.327, -21.166, -8.289], [3.872, -22.788, -9.261], [2.809, -21.887, -9.788], [2.833, -21.496, -11.143], [1.824, -20.692, -11.607], [0.862, -20.188, -10.713], [-0.519, -19.057, -11.295], [0.859, -20.504, -9.435], [1.817, -21.368, -8.986], [4.605, -23.090, -10.034], [3.364, -23.706, -8.899], [4.363, -22.366, -8.370], [3.618, -21.824, -11.830], [1.855, -20.375, -12.640], [1.743, -21.569, -7.919], [-3.584, -15.381, -8.077], [-4.329, -15.466, -9.414], [-3.439, -15.315, -10.662], [-5.079, -16.686, -9.528], [-4.944, -18.248, -9.287], [-3.588, -18.852, -9.380], [-5.702, -18.568, -7.697], [-5.734, -20.294, -7.230], [-4.831, -21.200, -8.019], [-7.264, -20.708, -7.240], [-7.988, -21.280, -8.417], [-7.574, -22.720, -8.509], [-9.454, -21.108, -8.091], [-5.355, -20.349, -5.700], [-6.384, -20.059, -4.663], [-6.892, -21.409, -4.141], [-5.753, -19.249, -3.590], [-6.041, -18.805, -10.293], [-5.743, -18.899, -11.757], [-6.425, -20.129, -12.274], [-6.228, -17.650, -12.459], [-3.146, -14.365, -8.051], [-2.800, -16.115, -8.001], [-4.290, -15.517, -7.231], [-5.089, -14.686, -9.451], [-2.843, -16.216, -10.866], [-2.735, -14.493, -10.469], [-3.979, -15.021, -11.561], [-6.695, -18.120, -7.635], [-5.126, -18.012, -6.920], [-7.721, -20.701, -9.339], [-7.872, -23.250, -7.611], [-6.494, -22.849, -8.659], [-8.086, -23.198, -9.346], [-9.738, -21.716, -7.216], [-9.995, -21.463, -8.968], [-9.752, -20.059, -7.885], [-7.241, -19.512, -5.130], [-6.050, -22.003, -3.751], [-7.465, -21.926, -4.883], [-7.545, -21.156, -3.312], [-4.925, -19.756, -3.167], [-6.481, -19.120, -2.779], [-5.452, -18.237, -3.895], [-4.644, -18.953, -11.785], [-7.526, -19.964, -12.227], [-6.115, -21.023, -11.778], [-6.213, -20.255, -13.345], [-7.284, -17.545, -12.280], [-6.031, -17.806, -13.552], [-5.669, -16.763, -12.168], [-0.309, -23.151, -4.478], [-0.872, -22.949, -5.747], [-0.407, -22.131, -6.544], [-2.082, -23.886, -6.099], [-3.086, -23.122, -6.825], [0.456, -22.504, -4.282], [-0.779, -23.774, -3.800], [-2.433, -24.349, -5.130], [-1.739, -24.742, -6.689], [-3.842, -22.580, -6.265], [-3.459, -23.509, -7.779], [-0.903, -26.359, -8.346], [-0.447, -25.653, -9.515], [0.937, -25.634, -9.879], [-1.143, -24.130, -9.523], [-1.868, -23.917, -10.612], [-2.636, -22.436, -11.008], [-2.018, -25.190, -11.434], [-2.871, -25.441, -12.535], [-2.950, -26.738, -13.005], [-2.098, -27.743, -12.509], [-1.253, -27.526, -11.450], [-1.316, -26.258, -10.913], [-3.435, -24.615, -12.929], [-3.646, -26.986, -13.773], [-2.082, -28.702, -13.028], [-0.556, -28.271, -11.098], [-2.093, -19.097, -6.391], [-1.573, -18.375, -5.651], [-0.906, -17.442, -4.792], [-0.793, -16.121, -5.294], [-0.197, -15.120, -4.528], [0.311, -15.459, -3.289], [0.195, -16.762, -2.767], [-0.413, -17.746, -3.516], [-1.137, -15.919, -6.299], [-0.182, -14.123, -4.921], [0.841, -14.718, -2.728], [0.626, -17.007, -1.809], [-0.540, -18.783, -3.212]],
  "atomic_forces_ev_per_a": [[0.6, -1.3, 0.4], [-0.2, -1.0, 0.6], [0.6, 0.4, -0.9], [-0.4, -0.3, 0.8], [-0.2, 0.9, -0.4], [0.9, -1.1, 0.5], [-0.2, 0.3, -0.2], [0.5, -0.5, -0.1], [-0.9, 1.0, -0.3], [-0.4, 0.3, 0.5], [0.4, 0.2, -0.2], [0.1, 0.0, -0.4], [-0.3, 0.0, 0.3], [-0.3, 0.0, 0.0], [0.1, -0.2, -0.2], [-0.7, 0.8, -0.3], [0.6, -0.5, -0.4], [0.6, 0.3, 0.6], [-0.7, -0.3, 0.0], [1.0, -0.2, -0.6], [-1.0, 1.0, -0.2], [0.1, 1.1, 0.7], [0.7, -2.0, -0.5], [-1.2, 1.6, 0.5], [-0.1, 0.2, -0.6], [0.6, 0.8, 0.4], [0.2, -0.5, -0.6], [-0.2, 0.2, 0.1], [-0.8, 0.5, 0.4], [-0.4, -0.8, -1.0], [0.6, 1.0, 0.5], [-0.7, 1.2, 0.4], [0.0, 0.0, -0.2], [0.8, 0.4, 1.0], [-0.9, 0.5, -0.9], [0.8, -0.4, -0.9], [-0.1, -0.5, 0.3], [0.3, -0.4, -0.1], [0.4, 0.2, -0.5], [-0.1, 0.0, 0.1], [-0.2, 0.1, 0.2], [-0.1, -0.2, -0.1], [-0.3, -0.2, 0.1], [-0.1, -0.2, -0.2], [0.0, -0.5, -0.6], [0.0, -0.4, 0.8], [0.0, -0.1, 0.3], [-0.3, 0.2, 0.1], [0.0, 0.0, -0.1], [0.1, 0.1, -0.3], [-0.3, 0.0, 0.1], [0.3, -0.5, -0.2], [0.7, -0.3, 0.2], [-0.3, 0.1, -0.3], [-0.1, -0.4, -0.4], [-0.2, -0.2, 0.2], [1.0, -0.5, 0.3], [0.1, 0.0, -0.1], [0.0, -0.4, -0.1], [-0.3, -0.3, -0.3], [0.6, -0.3, 0.2], [0.1, -0.5, 0.5], [0.1, 0.1, 0.3], [-0.4, 0.3, -0.1], [-0.4, 0.2, 0.8], [-0.2, 0.0, 0.2], [-0.7, 0.5, -1.4], [0.2, -1.3, 0.4], [-0.2, -0.4, 1.0], [1.1, 0.0, 1.5], [-0.8, 1.9, -1.9], [-0.4, -0.7, 0.5], [0.8, 0.9, -0.7], [0.2, 0.5, -0.7], [0.4, 0.2, 0.0], [-0.1, -0.3, 0.1], [-0.3, -0.6, 0.6], [0.5, 0.1, 0.2], [-1.5, 0.3, -0.4], [0.7, 0.3, 0.5], [0.3, 0.3, -0.7], [0.4, -0.9, 0.8], [0.2, -0.7, 0.2], [-1.0, -0.4, -0.9], [0.7, 0.3, 1.2], [0.7, 0.0, 0.4], [-0.5, -0.4, -0.9], [-0.1, 0.4, -0.2], [0.3, 0.8, 0.3], [-0.3, 0.0, -0.2], [-0.3, -0.1, -0.6], [-0.2, 0.1, 0.3], [-0.1, -0.1, 0.2], [0.2, 0.8, 1.0], [-0.2, -1.0, -0.6], [0.2, 1.7, -0.2], [0.1, -0.6, 0.4], [-0.5, -1.1, -0.3], [0.0, -0.6, 0.4], [0.2, 0.6, -0.6], [-0.6, -0.7, -0.8], [-0.1, 0.1, 0.1], [0.3, 0.4, 0.0], [0.1, 0.3, 0.4], [0.0, 0.1, 0.1], [0.2, 0.3, 0.4]],
  "mulliken_charge": [1.51, -1.25, 0.95, -0.55, -0.60, 0.14, -0.13, -0.11, -0.47, 0.33, 0.26, 0.32, 0.32, 0.40, 0.40, -1.24, 0.59, -1.25, -0.13, -0.23, 0.08, -0.65, 0.04, -0.20, -0.35, 1.30, -1.31, -1.57, -0.06, 0.72, -1.44, -1.50, -0.22, 0.99, -1.62, -1.18, 0.55, 0.17, 0.29, 0.18, 0.16, 0.46, 0.36, 0.66, 0.27, -0.26, 0.27, 0.21, 0.47, 0.31, 0.45, 0.35, 0.26, 0.27, 0.22, 0.52, 0.32, 0.41, 0.32, 0.11, 0.33, 0.34, 0.46, 0.34, 0.40, 0.05, -0.44, 0.48, -0.58, -0.39, -1.36, 0.27, 0.21, 0.43, 0.07, 0.28, 0.44, -0.67, 1.10, -0.67, -0.18, 0.51, -0.40, -0.06, -0.67, -0.65, -0.33, -0.81, 0.38, 0.45, 0.42, 0.36, 0.45, -0.32, -0.29, 0.58, -0.20, -0.72, -0.31, -0.63, -0.36, 0.36, 0.43, 0.40, 0.40, 0.49],
  "lumo_ha": -0.001,
  "max_force_ev_per_a": 2.8
}